Record 1
{
  "formula": "C9H24CuO11",
  "method": "wB97M-V/def2-TZVPD",
  "largest_force_ha_per_bohr": 0.134,
  "mol_weight_g_mol": 371.83,
  "e_homo_ha": [-0.3511, -0.3440],
  "spin_multiplicity": 2,
  "homo_lumo_gap_ev": [9.2, 8.2],
  "total_energy_ha": -2825.237027,
  "symbols": ["C", "C", "C", "H", "H", "C", "C", "H", "H", "H", "H", "C", "O", "H", "H", "H", "H", "H", "H", "O", "C", "O", "H", "C", "O", "O", "Cu", "O", "O", "H", "H", "H", "O", "O", "H", "O", "C", "H", "O", "H", "H", "H", "H", "H", "H"],
  "xyz": [[0.640, 1.457, 1.437], [-3.783, -0.007, 0.652], [4.856, -0.066, -0.735], [-2.121, -1.322, 1.329], [1.668, 0.757, -0.741], [-0.586, -3.396, 0.106], [-0.207, 2.729, -2.448], [-0.541, -3.414, -2.694], [-4.567, -0.690, 0.324], [-1.517, 0.435, 2.018], [0.185, -4.133, -0.120], [3.344, -0.391, -0.698], [0.044, -2.156, 0.319], [-3.285, 0.962, -1.033], [-0.215, 1.618, -0.239], [0.424, 0.848, 2.314], [-3.586, -1.300, 2.458], [0.525, 3.755, 0.061], [3.119, -1.344, -1.178], [2.466, 0.603, -1.252], [-2.963, -0.765, 1.741], [5.179, 0.619, 0.495], [4.738, 1.467, 0.591], [-0.079, 2.809, 1.702], [-2.312, 0.206, 2.505], [0.037, 0.887, 0.330], [-0.769, -0.505, -1.594], [-2.935, 0.275, -0.463], [-0.833, 1.751, -2.144], [-1.089, -3.711, 1.020], [5.551, -0.879, -0.947], [-1.163, 2.789, 1.590], [-1.057, -2.723, -2.273], [0.704, 3.009, -1.707], [-1.781, -4.289, -1.283], [-0.302, 3.423, -3.504], [-1.534, -3.248, -1.073], [2.773, -0.531, 0.220], [0.594, 3.850, 1.014], [-0.041, 2.978, 2.778], [-2.492, -2.889, -0.696], [-4.290, 0.864, 1.067], [1.718, 1.364, 1.307], [0.555, -2.158, 1.131], [4.931, 0.465, -1.685]],
  "lowdin_charge": [-0.214, -0.191, -0.193, 0.097, 0.013, -0.228, -0.998, 0.121, 0.106, 0.035, 0.122, -0.228, -0.076, 0.098, 0.045, 0.111, 0.125, 0.042, 0.100, -0.084, -0.214, -0.071, 0.083, -0.205, -0.067, -0.127, 0.535, -0.080, 0.048, 0.129, 0.115, 0.125, -0.023, 0.130, 0.125, 0.171, -0.248, 0.102, -0.046, 0.118, 0.128, 0.127, 0.122, 0.107, 0.115]
}



Record 2
{
  "formula": "C33H36FeN5O4S",
  "method": "wB97M-V/def2-TZVPD",
  "largest_force_ha_per_bohr": 0.056,
  "mol_weight_g_mol": 654.59,
  "e_homo_ha": [-0.2780, -0.2760],
  "spin_multiplicity": 6,
  "homo_lumo_gap_ev": [8.0, 5.7],
  "total_energy_ha": -3515.722179,
  "symbols": ["H", "S", "H", "H", "H", "H", "C", "C", "C", "C", "C", "C", "N", "H", "H", "C", "C", "H", "H", "Fe", "C", "C", "N", "C", "C", "H", "H", "H", "O", "O", "N", "C", "C", "C", "H", "C", "H", "C", "C", "N", "C", "C", "C", "H", "H", "C", "H", "H", "H", "H", "H", "C", "H", "H", "H", "H", "C", "H", "H", "H", "N", "H", "H", "C", "H", "C", "C", "C", "C", "O", "C", "O", "H", "C", "H", "C", "C", "H", "H", "H"],
  "xyz": [[0.511, -1.440, 5.405], [-2.345, -2.074, -0.172], [2.517, 3.299, 2.205], [3.000, -0.473, -2.246], [-0.723, 3.453, 5.471], [1.137, 3.158, -2.008], [-3.049, -0.850, -1.271], [-0.731, -1.442, 1.774], [-4.004, 1.315, -1.577], [2.791, -3.865, 2.767], [-4.908, 2.052, -3.802], [-3.399, 0.383, -0.756], [1.808, 1.246, -2.367], [2.971, 4.176, -1.113], [3.472, -1.847, 2.895], [-3.312, -1.162, -2.589], [0.437, 3.155, 3.701], [3.675, 1.338, -0.242], [-1.975, -3.111, 2.321], [0.854, 0.210, -0.018], [1.712, -3.148, 0.289], [3.280, 2.337, -0.040], [1.996, 2.163, 0.575], [-1.830, 1.957, 2.653], [2.072, 2.685, -2.315], [1.040, 0.790, -4.292], [1.062, -1.666, -3.579], [-0.438, -2.273, -2.834], [-3.378, -2.397, 0.783], [2.551, -0.946, 0.684], [1.045, -1.674, -1.498], [2.096, -4.811, 2.012], [0.681, 0.998, -3.270], [-0.700, 3.059, 4.467], [-1.193, -3.131, 4.676], [2.952, -2.586, 2.305], [0.069, 1.903, -3.312], [-0.682, 2.051, 1.812], [-1.830, 2.436, 3.934], [-1.091, -1.276, 0.498], [-4.270, 1.025, -2.914], [0.166, -1.487, 4.384], [0.354, -1.516, -2.753], [-1.106, -0.135, -3.520], [-4.182, 2.831, -4.043], [3.178, 3.131, -1.349], [-2.717, 2.343, 4.546], [-2.701, 1.458, 2.254], [2.330, 3.068, -3.320], [4.157, 3.098, -1.829], [3.902, 1.023, -2.476], [0.489, 2.649, 2.398], [1.026, -5.168, 0.205], [-5.246, 1.600, -4.731], [1.428, 0.107, 3.670], [3.201, -4.148, 3.727], [-0.263, -0.119, -2.827], [-0.656, 0.127, -1.830], [0.597, -3.669, -1.466], [3.979, 2.873, 0.624], [0.232, -0.588, 2.183], [-5.761, 2.518, -3.310], [1.326, 3.616, 4.113], [1.733, 2.718, 1.697], [-3.044, -2.137, -2.964], [-1.236, -2.412, 2.673], [0.658, -0.615, 3.433], [2.999, 0.487, -2.757], [1.572, -4.445, 0.794], [-0.708, 1.631, 0.612], [-0.796, -2.412, 3.971], [-1.857, -3.162, -0.990], [3.042, 0.314, -3.841], [1.089, -2.833, -0.961], [-4.093, -0.449, -4.454], [2.410, -2.158, 1.062], [-3.909, -0.221, -3.412], [-3.169, 0.598, 0.273], [1.971, -5.817, 2.386], [-4.268, 2.284, -1.185]],
  "lowdin_charge": [0.097, 0.628, 0.135, 0.072, 0.095, 0.118, -0.288, -0.405, -0.019, -0.080, -0.050, -0.052, -0.216, 0.114, 0.112, -0.077, -0.061, 0.100, 0.095, 1.198, -0.140, -0.226, -0.014, -0.009, -0.205, 0.126, 0.126, 0.105, -0.297, -0.122, -0.019, -0.092, -0.194, -0.103, 0.108, -0.023, 0.121, -0.394, -0.079, -0.102, -0.272, -0.071, -0.204, 0.110, 0.083, -0.165, 0.106, 0.104, 0.132, 0.105, 0.079, -0.166, 0.115, 0.074, 0.118, 0.105, -0.166, 0.076, 0.132, 0.122, 0.065, 0.082, 0.108, -0.084, 0.113, -0.003, -0.145, -0.065, -0.040, -0.126, -0.059, -0.320, 0.094, -0.105, 0.113, -0.382, -0.045, 0.091, 0.097, 0.117]
}



Record 3
{
  "formula": "C4H3N3O",
  "method": "wB97M-V/def2-TZVPD",
  "largest_force_ha_per_bohr": 0.181,
  "mol_weight_g_mol": 109.09,
  "e_homo_ha": -0.3219,
  "homo_lumo_gap_ev": 8.2,
  "total_energy_ha": -393.563574,
  "symbols": ["H", "N", "C", "O", "N", "H", "C", "C", "N", "H", "C"],
  "xyz": [[-1.171, -0.231, -2.924], [1.345, -1.024, -0.536], [1.039, -0.529, 0.685], [-0.618, 0.199, -0.499], [0.151, -0.410, -2.611], [1.151, -0.120, -3.059], [-0.124, 0.017, 0.813], [0.200, -0.527, -1.313], [-1.352, 1.602, 2.532], [1.613, -0.383, 1.676], [-0.725, 0.700, 1.915]],
  "lowdin_charge": [0.309, 0.124, -0.186, 0.071, 0.081, 0.191, -0.319, -0.459, 0.129, 0.162, -0.102]
}